Here is a cluster of 5 separate species, C36H75ClN2O4P in total in a non-equilibrium geometry from OMol25. Energies are from wB97M-V/def2-TZVPD.

Geometry as XYZ:
```
119
Properties=species:S:1:pos:R:3:forces:R:3
C -5.862 1.211 7.009 0.321 0.179 0.038
C -4.778 1.489 5.961 0.056 -0.279 -0.028
C -5.199 1.154 4.515 0.644 0.046 0.196
C -5.765 -0.269 4.395 -0.094 0.352 -0.641
C -3.984 1.305 3.635 0.180 0.220 -0.175
N -2.858 1.924 3.996 0.530 -0.063 -0.564
C -1.907 1.877 2.983 -0.747 -0.779 -0.378
P -0.245 2.615 3.002 -0.035 0.135 -0.566
O -0.648 4.079 3.584 0.158 -0.070 0.331
Cl 0.510 1.749 4.705 -0.082 -0.153 0.159
C -2.512 1.188 1.958 0.265 0.584 0.426
C -1.960 0.813 0.626 0.024 0.135 0.143
C -1.569 -0.648 0.652 0.301 0.083 -0.630
O -2.277 -1.443 1.166 -0.594 -0.739 0.602
O -0.397 -0.979 0.041 -0.085 0.936 0.290
C 0.524 -1.568 0.956 0.471 0.416 -0.121
C 1.550 -0.625 1.485 -0.065 0.269 -0.195
O 0.474 -2.704 1.214 -0.310 -1.433 0.184
N -3.796 0.870 2.371 0.097 0.102 0.570
C -4.777 0.180 1.543 -0.178 -0.075 -0.238
H -5.558 0.395 7.654 -0.071 -0.210 0.057
H -6.003 2.072 7.650 -0.136 0.155 0.053
H -6.810 0.949 6.559 -0.250 0.084 -0.019
H -4.452 2.525 6.019 -0.110 0.236 -0.022
H -3.899 0.889 6.194 0.097 -0.132 0.066
H -5.891 1.930 4.186 -0.385 -0.131 -0.049
H -6.284 -0.580 5.288 0.065 -0.084 0.221
H -4.971 -0.966 4.148 0.094 -0.269 0.250
H -6.479 -0.318 3.581 -0.189 -0.114 -0.015
H -2.652 2.386 4.866 -0.415 -0.140 0.260
H -0.485 4.135 4.537 -0.035 0.314 -0.047
H -1.138 1.475 0.385 0.149 0.006 -0.186
H -2.734 0.905 -0.131 0.027 0.201 -0.274
H 1.386 0.394 1.158 0.088 0.174 -0.075
H 2.514 -0.980 1.138 0.190 0.068 -0.070
H 1.560 -0.679 2.567 -0.039 -0.060 0.214
H -5.780 0.487 1.798 -0.094 0.181 0.149
H -4.682 -0.894 1.628 0.103 -0.150 0.121
H -4.612 0.454 0.510 0.056 0.061 -0.149
C 0.424 -4.187 -6.213 -0.025 -0.078 0.067
C -0.845 -4.497 -5.424 0.028 0.040 -0.095
C -1.610 -3.250 -4.986 -0.049 -0.017 0.034
C -0.840 -2.320 -4.047 0.051 0.012 -0.035
C -0.349 -2.971 -2.756 -0.100 0.044 0.045
C -1.476 -3.493 -1.869 0.145 -0.072 0.014
H 1.146 -3.628 -5.615 0.005 0.016 -0.010
H 0.912 -5.107 -6.536 0.016 0.012 -0.021
H 0.194 -3.600 -7.104 0.011 0.030 0.006
H -0.595 -5.112 -4.555 -0.019 0.003 0.014
H -1.507 -5.106 -6.045 -0.007 -0.024 0.022
H -2.546 -3.558 -4.509 0.002 0.011 0.009
H -1.901 -2.682 -5.875 0.005 -0.008 -0.013
H -1.486 -1.472 -3.794 0.001 0.006 0.018
H 0.016 -1.895 -4.577 -0.009 -0.003 -0.013
H 0.227 -2.230 -2.196 0.042 -0.016 -0.002
H 0.343 -3.786 -2.983 0.002 0.003 -0.024
H -2.168 -2.690 -1.603 -0.040 -0.008 -0.026
H -1.076 -3.908 -0.943 -0.042 0.028 0.023
H -2.045 -4.281 -2.364 -0.025 0.017 -0.009
C 4.335 2.430 1.277 -0.084 -0.074 -0.058
C 4.720 1.175 0.497 -0.028 0.030 0.126
C 6.208 1.096 0.162 0.030 -0.032 -0.034
C 6.721 2.225 -0.731 -0.043 0.061 0.037
C 6.001 2.359 -2.071 0.101 -0.088 -0.055
C 6.139 1.126 -2.960 -0.098 0.083 0.008
H 4.527 3.337 0.703 0.012 0.013 0.007
H 3.270 2.421 1.526 0.009 0.027 0.020
H 4.896 2.494 2.211 0.021 0.026 -0.010
H 4.122 1.115 -0.418 0.023 -0.016 -0.020
H 4.455 0.298 1.094 0.025 -0.022 -0.018
H 6.412 0.132 -0.311 0.005 0.007 -0.008
H 6.782 1.099 1.094 -0.019 0.000 0.014
H 7.787 2.062 -0.915 0.003 -0.002 -0.020
H 6.654 3.176 -0.195 0.007 -0.009 0.013
H 6.414 3.222 -2.598 -0.030 0.035 0.019
H 4.940 2.579 -1.913 0.006 0.031 0.011
H 7.189 0.905 -3.158 0.006 -0.029 0.020
H 5.644 1.282 -3.919 0.007 -0.028 -0.015
H 5.688 0.244 -2.501 0.021 -0.017 0.001
C 5.954 7.126 -7.294 -0.066 -0.066 -0.054
C 4.548 6.629 -6.971 0.053 0.094 0.011
C 4.283 6.481 -5.474 -0.051 -0.025 0.007
C 5.178 5.468 -4.759 0.050 0.026 0.002
C 5.125 4.051 -5.324 -0.080 -0.021 0.059
C 3.744 3.408 -5.226 0.088 -0.039 -0.064
H 6.719 6.426 -6.955 0.012 0.010 0.012
H 6.081 7.254 -8.369 0.023 0.017 0.002
H 6.144 8.091 -6.819 0.021 -0.006 0.025
H 4.369 5.680 -7.482 -0.016 -0.010 0.012
H 3.822 7.336 -7.381 -0.018 -0.021 -0.017
H 3.233 6.210 -5.326 0.004 -0.009 0.011
H 4.411 7.456 -4.993 0.004 0.011 -0.011
H 4.893 5.439 -3.702 0.003 -0.022 0.005
H 6.214 5.818 -4.780 -0.007 0.012 -0.004
H 5.837 3.434 -4.774 0.050 -0.005 -0.044
H 5.459 4.044 -6.365 0.007 0.025 -0.002
H 3.404 3.376 -4.188 -0.019 0.026 0.003
H 3.767 2.384 -5.602 -0.028 -0.006 0.010
H 3.002 3.953 -5.810 -0.018 0.008 0.017
C -2.522 -3.857 3.041 -0.064 -0.183 0.043
C -4.017 -4.101 3.221 0.077 0.156 0.051
C -4.479 -4.006 4.675 -0.087 -0.021 -0.032
C -3.850 -5.032 5.618 0.067 0.013 0.016
C -4.065 -6.489 5.215 -0.097 -0.016 0.062
C -5.534 -6.903 5.189 0.090 -0.021 -0.054
H -1.927 -4.602 3.570 -0.011 0.008 0.030
H -2.242 -3.898 1.992 0.047 0.033 -0.035
H -2.243 -2.870 3.419 0.039 0.001 0.026
H -4.284 -5.075 2.806 -0.027 -0.002 -0.002
H -4.569 -3.360 2.630 -0.026 -0.042 -0.020
H -5.569 -4.101 4.709 0.008 -0.003 0.015
H -4.252 -3.004 5.058 0.029 0.009 0.001
H -4.259 -4.877 6.622 -0.007 -0.017 0.002
H -2.776 -4.841 5.701 -0.005 0.015 -0.010
H -3.532 -7.124 5.927 0.028 -0.009 -0.020
H -3.612 -6.681 4.239 0.026 0.010 0.004
H -5.999 -6.748 6.165 -0.020 0.023 -0.004
H -5.632 -7.959 4.937 -0.029 -0.005 0.008
H -6.101 -6.337 4.449 -0.017 0.003 0.008
```
Positions in Å, forces in eV/Å.

Calculated values
Charge ... +1
Kohn-Sham gap ... 9.10 eV